Below is a 11-piece molecular cluster, C42H71F3N8O8 overall in a non-equilibrium geometry, with properties calculated with ωB97M-V/def2-TZVPD.

Each line ends with the Löwdin charge.
Geometry (Å):
F: -4.30 3.25 2.11  0.0181
C: -3.97 2.97 0.80  -0.2242
C: -2.88 3.68 0.21  0.0073
C: -2.44 3.15 -1.02  -0.0917
C: -3.10 2.09 -1.63  -0.0830
C: -4.35 1.61 -1.16  -0.0810
C: -4.74 2.06 0.06  -0.0490
H: -2.29 4.42 0.72  0.0862
H: -1.56 3.52 -1.53  0.0968
H: -2.73 1.86 -2.61  0.0832
H: -4.88 0.84 -1.70  0.1091
H: -5.62 1.57 0.45  0.1154
F: -3.56 -5.55 1.76  0.0385
C: -3.23 -4.23 1.66  -0.2592
C: -3.49 -3.58 0.48  -0.0383
C: -3.24 -2.21 0.36  -0.0762
C: -2.67 -1.51 1.43  -0.0844
C: -2.38 -2.20 2.62  -0.0810
C: -2.61 -3.55 2.73  -0.0081
H: -3.87 -4.11 -0.39  0.1193
H: -3.40 -1.75 -0.60  0.0978
H: -2.70 -0.43 1.49  0.0897
H: -2.03 -1.68 3.50  0.0901
H: -2.31 -4.06 3.64  0.1168
F: 0.48 1.56 4.13  0.0072
C: -0.82 1.28 4.51  -0.2518
C: -0.91 0.46 5.60  -0.0378
C: -2.14 -0.12 5.91  -0.0496
C: -3.27 0.27 5.11  -0.0859
C: -3.15 1.17 4.08  -0.0987
C: -1.91 1.67 3.72  -0.0029
H: -0.02 0.22 6.17  0.0977
H: -2.14 -0.88 6.68  0.1015
H: -4.28 -0.11 5.24  0.1011
H: -4.10 1.44 3.64  0.0993
H: -1.64 2.29 2.88  0.0876
C: 3.28 4.98 -4.72  -0.3475
O: 3.86 3.89 -4.47  -0.0353
N: 2.01 5.20 -4.63  -0.1872
C: 1.25 6.34 -5.12  -0.0655
C: 1.11 4.20 -4.08  -0.0188
H: 3.78 5.90 -5.06  0.1358
H: 0.89 6.98 -4.31  0.0890
H: 0.39 6.04 -5.71  0.0967
H: 1.79 7.12 -5.65  0.0890
H: 0.31 4.88 -3.80  0.0814
H: 0.72 3.51 -4.84  0.0852
H: 1.59 3.53 -3.36  0.0776
C: 3.58 -0.76 -4.23  -0.3329
O: 3.48 -1.86 -4.73  0.0084
N: 4.15 -0.41 -3.01  -0.1822
C: 4.04 0.96 -2.51  -0.0585
C: 4.57 -1.35 -1.97  -0.0545
H: 3.16 0.14 -4.71  0.1216
H: 3.27 1.45 -3.11  0.0630
H: 4.98 1.51 -2.57  0.0933
H: 3.64 0.89 -1.50  0.0747
H: 5.62 -1.12 -1.82  0.0851
H: 4.15 -1.14 -0.99  0.0713
H: 4.48 -2.38 -2.31  0.0882
C: 0.52 4.81 2.56  -0.2435
O: -0.38 4.09 2.04  -0.0601
N: 0.27 5.81 3.44  -0.1974
C: 1.31 6.71 3.86  -0.0662
C: -0.89 6.13 4.10  -0.0797
H: 1.56 4.61 2.28  0.1452
H: 1.74 6.36 4.79  0.0947
H: 1.02 7.74 4.06  0.0915
H: 2.13 6.73 3.14  0.0904
H: -0.86 5.72 5.11  0.1037
H: -1.04 7.20 4.23  0.0937
H: -1.79 5.70 3.65  0.0992
C: 1.18 -5.46 2.60  -0.3322
O: 1.13 -4.43 3.27  -0.0237
N: 0.89 -5.49 1.28  -0.1766
C: 0.99 -6.79 0.55  -0.0420
C: 0.40 -4.33 0.51  -0.0299
H: 1.47 -6.39 3.10  0.1369
H: 1.26 -7.65 1.14  0.0839
H: 1.55 -6.73 -0.39  0.0820
H: -0.05 -6.98 0.28  0.0801
H: 1.03 -4.37 -0.38  0.0881
H: -0.66 -4.46 0.32  0.0759
H: 0.69 -3.43 1.06  0.0738
C: -2.81 -3.36 -4.23  -0.3347
O: -3.58 -2.70 -3.54  -0.0070
N: -1.67 -3.86 -3.76  -0.1977
C: -0.73 -4.60 -4.55  -0.0549
C: -1.22 -3.74 -2.43  -0.0687
H: -3.08 -3.64 -5.25  0.1459
H: -1.12 -5.11 -5.42  0.1001
H: -0.26 -5.34 -3.91  0.0853
H: 0.08 -3.91 -4.76  0.0934
H: -0.36 -3.07 -2.50  0.0960
H: -1.97 -3.20 -1.86  0.0636
H: -0.99 -4.62 -1.83  0.0814
C: -0.95 -1.19 -7.01  -0.3473
O: -1.84 -1.60 -7.76  -0.0147
N: -1.05 -0.37 -5.95  -0.1734
C: 0.11 0.35 -5.45  -0.0545
C: -2.39 0.07 -5.54  -0.0293
H: 0.10 -1.52 -7.13  0.1338
H: 0.28 1.27 -6.00  0.0852
H: 1.03 -0.23 -5.44  0.0648
H: 0.10 0.58 -4.38  0.0779
H: -3.06 -0.78 -5.63  0.0770
H: -2.48 0.29 -4.47  0.0691
H: -2.69 0.98 -6.07  0.0933
C: 3.66 -3.16 5.67  -0.3288
O: 4.37 -4.05 6.21  -0.0309
N: 3.36 -1.97 6.17  -0.1902
C: 2.58 -0.97 5.44  -0.0517
C: 3.93 -1.55 7.44  -0.0445
H: 3.37 -3.26 4.62  0.1268
H: 1.68 -1.40 5.01  0.0821
H: 3.10 -0.61 4.54  0.0861
H: 2.25 -0.17 6.10  0.0745
H: 3.18 -0.96 7.97  0.0794
H: 4.15 -2.41 8.07  0.0894
H: 4.79 -0.91 7.24  0.0949
C: 0.57 1.44 -0.58  -0.3483
O: 0.60 1.50 -1.79  -0.0047
N: 0.86 0.32 0.10  -0.1587
C: 0.62 0.30 1.54  -0.0404
C: 1.02 -0.99 -0.58  -0.0211
H: 0.31 2.26 0.12  0.1258
H: 1.45 -0.15 2.08  0.0877
H: -0.21 -0.39 1.64  0.0726
H: 0.46 1.32 1.89  0.0629
H: 1.56 -1.80 -0.08  0.0735
H: 0.04 -1.37 -0.87  0.0811
H: 1.56 -0.73 -1.49  0.0725

Its net charge is 0. Its SMILES is Fc1ccccc1.Fc1ccccc1.Fc1ccccc1.CN(C)C=O.CN(C)C=O.CN(C)C=O.CN(C)C=O.CN(C)C=O.CN(C)C=O.CN(C)C=O.CN(C)C=O. The value obtained for the largest force on an atom is 3.91 eV/A. As for the electronic energy: -2982.42761 hartree. The calculation puts the relative energy (zero: lowest compared OMol25 entry of this formula, charge and spin) at 282.1 kJ/mol. The highest occupied orbital energy comes out at -9.10 eV.

=====

Below is C18H13N3O2STi as an isolated structure, with properties calculated with ωB97M-V/def2-TZVPD.

Each line ends with the natural charge from an NBO analysis.
Geometry (Å):
Ti: -2.01 0.57 1.27  1.6688
C: -3.65 3.10 -0.01  -0.2503
O: -2.44 2.33 0.17  -0.5512
C: -1.25 2.87 -0.35  0.2472
C: -1.09 4.19 -0.72  -0.2585
C: 0.14 4.61 -1.20  -0.1681
C: 1.20 3.72 -1.30  -0.1929
C: 1.04 2.39 -0.92  -0.1916
C: -0.19 1.96 -0.45  0.1143
N: -0.47 0.65 -0.01  -0.3616
N: 0.36 -0.27 -0.32  -0.0753
C: 0.14 -1.55 0.01  -0.0244
C: -1.10 -2.04 0.54  0.4180
O: -2.12 -1.24 0.77  -0.6984
C: -1.27 -3.42 0.75  -0.3039
C: -0.26 -4.29 0.49  -0.0322
C: 1.00 -3.86 -0.03  -0.1351
C: 2.03 -4.78 -0.30  -0.1445
C: 3.22 -4.36 -0.82  -0.2047
C: 3.42 -3.00 -1.08  -0.1640
C: 2.43 -2.08 -0.82  -0.2082
C: 1.20 -2.49 -0.29  0.0696
H: -3.75 3.37 -1.06  0.2158
H: -3.62 4.00 0.61  0.2098
H: -4.47 2.47 0.30  0.2117
H: -1.91 4.89 -0.65  0.2371
H: 0.27 5.64 -1.49  0.2375
H: 2.16 4.06 -1.66  0.2377
H: 1.85 1.68 -0.98  0.2432
H: -2.22 -3.75 1.13  0.2438
H: -0.40 -5.34 0.68  0.2310
H: 1.85 -5.83 -0.09  0.2236
H: 4.01 -5.07 -1.03  0.2319
H: 4.37 -2.66 -1.49  0.2283
H: 2.60 -1.03 -1.02  0.2264
S: 0.66 2.02 4.68  0.0992
C: -0.43 1.48 3.71  0.2184
N: -1.30 1.05 2.99  -0.8484

Its net charge is +1. The expectation value of S² is 0.756. The value obtained for the largest force on an atom is 0.57 eV/A. As for the electronic energy: -2255.96755 hartree. The spin multiplicity is 2. The highest occupied orbital energy (spin up / spin down) comes out at -11.24 / -11.30 eV.

=====

Below is the molecule C3H6BrNO in a non-equilibrium geometry, with properties calculated with ωB97M-V/def2-TZVPD.

Each line ends with the natural charge from an NBO analysis.
Geometry (Å):
C: -0.31 0.98 -0.25  -0.5082
C: -0.75 0.30 1.01  -0.1666
C: 0.57 -0.03 -1.04  -0.0769
N: -0.21 -1.54 0.44  -0.2094
O: 0.01 -1.32 -0.91  -0.3575
Br: 1.37 -1.90 1.54  0.0295
H: -1.23 1.06 -0.89  0.2222
H: 0.32 1.88 -0.09  0.2408
H: -0.21 0.33 1.90  0.2101
H: -1.65 -0.21 1.03  0.2198
H: 0.51 0.31 -2.17  0.2069
H: 1.57 0.13 -0.57  0.1893

Its net charge is 0. The value obtained for the largest force on an atom is 4.94 eV/A. As for the electronic energy: -2821.74766 hartree. The calculation puts the relative energy (zero: lowest compared OMol25 entry of this formula, charge and spin) at 379.1 kJ/mol. The highest occupied orbital energy (spin up / spin down) comes out at -9.00 / -9.00 eV.

=====

Below is a 2-piece molecular cluster, C4H13NOS overall in a non-equilibrium geometry, with properties calculated with ωB97M-V/def2-TZVPD.

Each line ends with the natural charge from an NBO analysis.
Geometry (Å):
C: 0.90 0.06 -1.28  -0.4244
C: 1.76 -1.10 -0.83  -0.4784
S: 3.21 -0.46 0.18  -0.0794
C: 0.12 0.73 -0.10  -0.2183
N: -0.45 -0.21 0.81  -0.6564
C: -0.78 0.32 2.11  -0.4184
H: 1.41 0.82 -1.87  0.2228
H: 0.09 -0.29 -1.95  0.1883
H: 2.33 -1.59 -1.61  0.2207
H: 1.19 -1.84 -0.27  0.2310
H: 2.48 0.19 1.07  0.1129
H: 0.83 1.42 0.34  0.1928
H: -0.59 1.52 -0.45  0.1558
H: -1.20 -0.71 0.35  0.3700
H: -1.86 0.50 2.21  0.1819
H: -0.23 1.23 2.39  0.1995
H: -0.46 -0.27 2.98  0.1956
H: -2.70 -0.41 -2.09  0.4773
H: -2.85 0.35 -0.71  0.4728
O: -3.23 -0.28 -1.29  -0.9459

Its net charge is 0. Its SMILES is CNCCCS.O. The value obtained for the largest force on an atom is 2.17 eV/A. As for the electronic energy: -688.34435 hartree. The calculation puts the relative energy (zero: lowest compared OMol25 entry of this formula, charge and spin) at 116.5 kJ/mol. The highest occupied orbital energy comes out at -8.95 eV.

=====

Below is the molecule C21H25N3O3S, with properties calculated with ωB97M-V/def2-TZVPD.

Each line ends with the natural charge from an NBO analysis.
Geometry (Å):
C: -5.15 -2.25 -0.76  -0.6145
H: -4.36 -2.86 -1.20  0.2200
H: -6.05 -2.35 -1.37  0.2145
C: -4.72 -0.79 -0.73  -0.2176
N: -3.52 -0.60 0.08  -0.4473
C: -2.33 -0.61 -0.56  0.6733
O: -2.22 -0.77 -1.75  -0.6140
C: -1.08 -0.42 0.33  -0.3085
N: 0.09 -0.28 -0.48  -0.3520
C: 0.46 0.85 -1.15  0.2369
C: -0.14 2.11 -1.22  -0.2507
C: 0.50 3.08 -1.96  -0.2215
C: 1.70 2.82 -2.63  -0.2433
C: 2.29 1.58 -2.59  -0.1823
C: 1.67 0.58 -1.84  -0.1212
C: 1.97 -0.79 -1.57  -0.2649
C: 0.99 -1.27 -0.76  -0.0197
H: 0.87 -2.25 -0.33  0.2276
S: 3.39 -1.64 -2.18  0.2549
C: 3.56 -2.93 -0.91  -0.6220
C: 3.48 -2.37 0.50  0.6778
O: 2.87 -2.93 1.38  -0.6339
N: 4.19 -1.24 0.67  -0.6146
H: 4.55 -0.78 -0.15  0.4099
C: 4.10 -0.46 1.89  -0.2728
C: 3.14 0.68 1.73  0.2678
C: 1.87 0.86 2.19  -0.3156
C: 1.45 2.12 1.70  -0.3143
C: 2.49 2.60 0.97  0.1013
O: 3.51 1.74 0.98  -0.4057
H: 2.61 3.50 0.40  0.2097
H: 0.51 2.60 1.87  0.2221
H: 1.31 0.18 2.81  0.2277
H: 3.75 -1.12 2.67  0.2493
H: 5.09 -0.07 2.13  0.2143
H: 4.53 -3.39 -1.09  0.2517
H: 2.78 -3.69 -1.05  0.2394
H: 3.21 1.37 -3.11  0.2168
H: 2.16 3.62 -3.20  0.2116
H: 0.05 4.06 -2.03  0.2111
H: -1.07 2.31 -0.72  0.2076
H: -1.19 0.46 0.96  0.2196
H: -0.95 -1.31 0.97  0.2356
C: -3.72 -0.39 1.49  -0.2091
H: -4.61 -0.95 1.79  0.2053
C: -3.91 1.08 1.84  -0.6146
H: -3.04 1.67 1.56  0.2019
H: -4.77 1.49 1.32  0.2112
H: -4.07 1.19 2.91  0.2154
H: -2.87 -0.80 2.05  0.2019
H: -5.51 -0.16 -0.33  0.1879
H: -4.48 -0.46 -1.74  0.2385
H: -5.37 -2.62 0.24  0.1973

Its net charge is 0. Its SMILES is CCN(CC)C(=O)Cn1cc(SCC(=O)NCc2ccco2)c2ccccc21. The value obtained for the largest force on an atom is 0.98 eV/A. As for the electronic energy: -1603.42961 hartree. The calculation puts the relative energy (zero: lowest compared OMol25 entry of this formula, charge and spin) at 169.5 kJ/mol. The highest occupied orbital energy comes out at -7.49 eV.